# 1
Entry from the Open Molecules 2025 dataset: a structure of composition C39H36IrN3O3S4Te in a non-equilibrium geometry (ωB97M-V/def2-TZVPD).

The geometry in XYZ format:
```
87
C39H36IrN3O3S4Te | the Open Molecules 2025 dataset | ωB97M-V/def2-TZVPD
Ir -0.253 -0.420 0.173
Te -1.064 3.618 -0.451
S -1.424 -0.918 2.308
S -2.522 -0.018 -0.708
S -0.058 -0.385 -2.721
S 0.024 -3.025 0.165
O 4.363 2.188 3.665
O 1.716 -0.898 1.797
O 0.392 3.445 1.510
N 2.925 0.675 2.839
N 1.084 1.230 1.432
N 1.832 -1.107 -0.981
C -0.411 -3.462 1.835
C -0.564 5.676 -0.315
C 2.390 -0.155 -1.730
C -1.422 1.354 -4.376
C -3.634 1.445 -2.696
C 2.569 -2.061 -0.431
C 1.415 0.701 -2.493
C 3.888 3.429 0.590
C 1.899 0.295 2.013
C -0.107 -4.750 2.258
C -0.444 -5.170 3.533
C -0.144 8.412 -0.229
C 1.830 3.716 3.894
C 3.141 4.068 1.758
C -4.695 4.736 1.595
C -3.610 4.678 0.735
C -1.144 -4.313 4.376
C -2.492 0.745 -2.285
C -2.557 2.048 -4.762
C 1.195 2.530 1.794
C -2.599 2.987 2.130
C -0.392 6.308 0.911
C 4.554 -0.992 -1.210
C 1.151 2.736 4.851
C -1.470 -3.041 3.952
C 3.764 -0.033 -1.831
C -3.682 3.061 2.992
C -2.572 3.795 1.005
C -1.084 -2.579 2.685
C -4.735 3.922 2.718
C 2.380 3.035 2.617
C -0.321 7.780 -1.451
C -1.388 0.699 -3.152
C 1.852 -3.177 0.274
C -3.669 2.074 -3.926
C -0.174 7.676 0.948
C 3.954 -2.051 -0.550
C -0.526 6.410 -1.497
C 3.334 1.965 3.082
H -0.561 1.300 -5.029
H 4.543 -2.854 -0.129
H -4.487 1.468 -2.031
H -1.432 -4.640 5.366
H 1.809 0.995 -3.464
H 2.418 4.795 1.387
H 1.132 1.592 -1.931
H -0.317 8.355 -2.368
H -0.176 -6.164 3.862
H 0.411 2.121 4.333
H 3.481 -0.072 3.235
H -5.514 5.410 1.379
H -2.585 2.540 -5.724
H 2.667 4.196 4.401
H -0.425 5.724 1.821
H 2.124 -4.130 -0.182
H 4.200 0.783 -2.391
H -0.046 8.173 1.900
H -4.571 2.581 -4.242
H 3.851 4.581 2.407
H -0.681 5.909 -2.447
H 4.662 2.751 0.952
H -1.781 2.308 2.333
H 1.883 2.077 5.319
H 3.208 2.872 -0.062
H 2.109 -3.191 1.331
H -3.562 5.312 -0.143
H -2.021 -2.371 4.598
H -5.591 3.959 3.377
H -3.710 2.431 3.871
H 1.123 4.485 3.582
H 0.002 9.483 -0.196
H 4.376 4.201 -0.004
H 0.400 -5.424 1.581
H 5.632 -0.927 -1.271
H 0.643 3.282 5.643
```

The LUMO energy (spin up / spin down) is -2.3 / -4.5 eV. The calculated total energy is -3862.6123 hartree. The charge is +1. The frontier orbital gap (spin up / spin down) is 7.16 / 5.27 eV. As for the HOMO energy (spin up / spin down): -9.474 / -9.804 eV. Its spin multiplicity is 6.

---

# 2
Entry from the Open Molecules 2025 dataset: a structure of composition C21H27N5O11P2Re (ωB97M-V/def2-TZVPD).

The geometry in XYZ format:
```
67
C21H27N5O11P2Re | the Open Molecules 2025 dataset | ωB97M-V/def2-TZVPD
Re 0.201 0.266 -0.522
P 1.713 1.402 2.213
P 0.891 -1.488 2.990
O -1.349 1.090 0.569
O 1.649 0.779 0.800
O -0.530 -1.068 2.832
O 3.146 2.566 -3.227
O 1.642 -2.182 1.899
O 2.466 -0.626 -2.166
O -1.701 -1.790 0.523
O 2.892 2.250 2.470
O 1.099 -2.274 4.398
O 0.340 2.072 2.590
O 0.850 1.628 -1.736
N -2.653 0.494 -1.228
N 3.335 -0.448 3.122
N -0.544 -1.522 -0.176
N -1.398 0.432 -1.837
N 1.443 -0.994 -1.569
C 2.053 1.986 -3.772
C 1.907 -0.008 3.397
C 0.929 1.499 -3.074
C -1.358 0.620 -3.104
C -4.751 1.653 2.928
C -2.521 0.845 0.008
C 1.950 -3.332 -2.287
C 1.772 0.510 4.820
C -0.132 0.934 -3.801
C -5.986 1.244 2.451
C 3.414 2.553 -1.821
C -0.571 -3.940 -0.586
C -0.090 0.857 -5.198
C 1.106 -2.326 -1.581
C 0.007 -2.588 -0.796
C 2.074 1.877 -5.152
C 1.019 1.317 -5.869
C -3.623 1.526 2.132
C -3.728 0.994 0.851
C -6.094 0.711 1.172
C -4.972 0.587 0.373
H -0.412 -4.244 0.451
H 0.539 -3.056 4.465
H -5.041 0.173 -0.623
H 2.265 -4.121 -1.603
H 3.264 -1.093 2.311
H 0.720 0.708 5.014
H -2.310 0.673 -3.627
H 3.719 -0.963 3.914
H -2.661 1.847 2.503
H -7.058 0.390 0.799
H 3.901 0.385 2.911
H 2.703 3.166 -1.271
H -0.108 -4.665 -1.249
H 2.109 -0.237 5.539
H -6.865 1.337 3.075
H -1.647 -3.914 -0.747
H 4.410 2.979 -1.732
H 1.420 -3.792 -3.123
H 3.405 1.539 -1.428
H -4.663 2.071 3.922
H 2.835 -2.836 -2.678
H -0.431 1.770 2.065
H 1.074 1.257 -6.947
H -0.935 0.440 -5.729
H 2.958 2.240 -5.660
H -1.415 -1.598 1.459
H 2.329 1.439 4.954
```

The LUMO energy (spin up / spin down) is -1.1 / -1.0 eV. The calculated total energy is -2679.0217 hartree. The frontier orbital gap (spin up / spin down) is 6.56 / 7.00 eV. As for the HOMO energy (spin up / spin down): -7.675 / -8.003 eV. Its spin multiplicity is 2.

---

# 3
Entry from the Open Molecules 2025 dataset: the molecule C18H20N2O4 in a non-equilibrium geometry (ωB97M-V/def2-TZVPD).

The geometry in XYZ format:
```
44
C18H20N2O4 | the Open Molecules 2025 dataset | ωB97M-V/def2-TZVPD
O 0.396 3.126 -1.366
O 0.494 -1.279 -0.247
O -6.158 -2.639 -0.443
O -0.702 3.816 0.479
N 1.347 -0.309 1.933
N -0.485 0.607 -1.087
C 2.668 1.101 0.325
C -3.981 -2.046 0.151
C 5.619 -1.381 0.680
C 4.677 -1.571 -1.522
C -2.179 1.255 0.662
C -1.418 1.629 -0.642
C 4.655 -0.371 0.971
C -5.648 -0.263 -0.181
C -0.540 2.970 -0.409
C -3.269 0.265 0.321
C 0.381 -0.083 -0.227
C 1.295 0.648 0.832
C -4.635 0.667 0.079
C 5.603 -2.010 -0.569
C -5.274 -1.612 -0.147
C -2.975 -1.085 0.347
C 3.697 0.041 0.024
C 3.754 -0.558 -1.210
H 3.048 1.703 1.199
H -2.124 1.862 -1.460
H 0.540 2.308 -1.880
H -2.536 2.153 1.288
H -4.853 1.759 0.200
H 1.399 -1.216 1.471
H 0.769 1.546 1.158
H 4.717 -1.944 -2.536
H 6.339 -1.642 1.461
H -3.690 -3.090 0.114
H 4.729 0.082 1.943
H -7.015 -2.206 -0.471
H -6.709 0.071 -0.311
H 2.602 1.848 -0.484
H -1.508 0.699 1.274
H 3.097 -0.301 -2.050
H 6.314 -2.770 -0.875
H 0.401 -0.288 2.381
H -1.982 -1.418 0.592
H -0.860 -0.076 -1.768
```

The LUMO energy is 0.5 eV. As for the structure (SMILES): N[C@@H](Cc1ccccc1)C(=O)N[C@@H](Cc1ccc(O)cc1)C(=O)O. The calculated total energy is -1108.3847 hartree. The frontier orbital gap is 9.25 eV. As for the HOMO energy: -8.790 eV.

---

# 4
Entry from the Open Molecules 2025 dataset: the molecule C24H20N4O5S in a non-equilibrium geometry (ωB97M-V/def2-TZVPD).

The geometry in XYZ format:
```
54
C24H20N4O5S | the Open Molecules 2025 dataset | ωB97M-V/def2-TZVPD
S -2.270 2.121 -1.382
O 2.747 -0.144 -1.611
O -4.323 -0.427 -0.678
O -6.488 -2.017 1.656
O 2.989 -0.058 2.292
O -4.356 -2.428 1.067
N -0.181 -1.062 -0.942
N -0.143 0.954 -0.031
N -1.173 -0.336 -1.486
N 1.495 -0.625 0.697
C -5.444 -0.652 0.038
C 1.939 2.549 2.510
C 0.341 1.943 0.809
C -5.830 1.103 -1.270
C -5.509 -1.753 1.001
C 2.924 0.673 -2.741
C -4.332 -3.526 1.964
C -0.186 3.229 0.853
C 2.163 -1.897 0.459
C 3.826 -0.811 -1.101
C -3.473 1.111 -2.348
C 5.917 -2.234 0.062
C 0.347 4.156 1.727
C 4.622 -2.391 0.525
C 2.047 0.260 1.596
C -1.161 0.852 -0.955
C 1.417 1.595 1.638
C 0.434 -0.300 -0.084
C 6.164 -1.363 -0.980
C -6.409 0.271 -0.295
C -4.558 0.627 -1.471
C 1.406 3.820 2.559
C 3.569 -1.698 -0.044
C 5.127 -0.651 -1.560
H -1.006 3.498 0.206
H 2.189 -2.456 1.398
H 1.927 1.022 -3.008
H -5.118 -4.241 1.710
H 6.725 -2.785 0.517
H -2.886 0.288 -2.754
H -7.394 0.327 0.118
H -0.069 5.152 1.758
H 1.555 -2.426 -0.278
H 4.422 -3.063 1.346
H -3.858 1.767 -3.125
H 7.170 -1.225 -1.350
H 5.344 0.029 -2.369
H -3.350 -3.981 1.858
H 1.814 4.552 3.239
H 3.344 0.112 -3.581
H -4.489 -3.184 2.989
H 3.561 1.535 -2.520
H -6.285 1.937 -1.763
H 2.768 2.255 3.135
```

The LUMO energy is 0.3 eV. As for the structure (SMILES): COC(=O)c1ccc(CSc2nnc3n(Cc4ccccc4OC)c(=O)c4ccccc4n23)o1. The calculated total energy is -1919.9905 hartree. The frontier orbital gap is 8.42 eV. As for the HOMO energy: -8.158 eV.